This record from the OMol25 dataset describes a 4-piece molecular cluster, C23H57N4O7P overall. The level of theory is wB97M-V/def2-TZVPD.

```
! wB97M-V def2-TZVPD RIJCOSX def2/J DEFGRID3
* xyz 0 1
C 4.136 5.033 1.098
C 2.757 5.028 1.770
O 1.887 6.063 1.346
C 1.608 6.097 -0.038
C 1.218 4.766 -0.654
O 0.211 4.162 0.157
P -0.543 2.842 -0.496
C -0.422 1.644 0.889
C 0.613 0.539 0.670
C 1.929 1.054 0.062
C 3.110 0.103 0.278
C 2.988 -1.186 -0.538
N 2.887 -0.943 -1.991
C -2.305 3.368 -0.207
C -2.532 4.825 -0.527
O -3.043 5.208 -1.552
O -2.126 5.718 0.397
H 4.412 6.037 0.774
H 4.878 4.676 1.819
H 4.184 4.344 0.249
H 2.272 4.048 1.663
H 2.891 5.197 2.842
H 2.455 6.509 -0.608
H 0.772 6.793 -0.160
H 2.081 4.099 -0.777
H 0.824 4.960 -1.660
H -1.415 1.178 0.952
H -0.274 2.178 1.835
H 0.862 0.085 1.637
H 0.186 -0.247 0.041
H 1.768 1.247 -1.004
H 2.161 2.029 0.514
H 3.160 -0.150 1.342
H 4.038 0.614 -0.005
H 2.091 -1.721 -0.208
H 3.864 -1.810 -0.336
H 3.647 -1.405 -2.473
H 2.997 0.044 -2.197
H -2.951 2.765 -0.846
H -2.564 3.172 0.841
H -1.590 5.279 1.071
C -1.163 -1.189 -2.387
O -1.957 -0.490 -1.441
C -3.347 -0.484 -1.696
C -4.087 -1.743 -1.224
C -3.878 -2.953 -2.129
N -3.750 -2.110 0.153
H -1.572 -1.085 -3.397
H -1.080 -2.249 -2.141
H -0.163 -0.754 -2.368
H -3.743 0.373 -1.142
H -3.535 -0.298 -2.762
H -5.154 -1.496 -1.243
H -2.893 -3.398 -1.991
H -4.618 -3.719 -1.901
H -3.980 -2.682 -3.182
H -3.997 -1.349 0.780
H -2.738 -2.183 0.219
C -1.109 -3.678 -5.284
O -1.075 -4.259 -3.995
C -1.294 -5.655 -3.950
C -0.047 -6.506 -4.224
C 0.348 -6.568 -5.695
N 1.111 -6.077 -3.437
H -1.840 -4.180 -5.926
H -0.130 -3.701 -5.768
H -1.404 -2.636 -5.166
H -1.630 -5.862 -2.930
H -2.114 -5.930 -4.626
H -0.298 -7.523 -3.907
H 0.831 -5.647 -6.021
H 1.058 -7.379 -5.856
H -0.521 -6.745 -6.333
H 0.897 -6.148 -2.447
H 1.255 -5.085 -3.601
C -1.331 0.624 4.637
O 0.061 0.624 4.375
C 0.858 1.266 5.352
C 1.202 0.404 6.574
C 0.052 0.242 7.562
N 1.704 -0.922 6.205
H -1.649 1.546 5.133
H -1.616 -0.236 5.247
H -1.843 0.544 3.678
H 1.792 1.517 4.842
H 0.390 2.212 5.658
H 2.011 0.925 7.094
H -0.693 -0.466 7.200
H 0.427 -0.143 8.510
H -0.444 1.195 7.754
H 2.545 -0.825 5.645
H 1.027 -1.356 5.584
*
```

* E_HOMO: -8.9 eV
* electronic energy: -54355.771 eV
* relative energy (zero: lowest compared OMol25 entry of this formula, charge and spin): 0.000 eV
* LUMO level: 0.01796 hartree
* molecular weight: 532.70 u

Löwdin atomic charges, in units of e: atom 1 (C): -0.07, atom 2 (C): -0.27, atom 3 (O): -0.14, atom 4 (C): -0.20, atom 5 (C): -0.25, atom 6 (O): -0.39, atom 7 (P): 1.00, atom 8 (C): -0.33, atom 9 (C): -0.24, atom 10 (C): -0.24, atom 11 (C): -0.21, atom 12 (C): -0.28, atom 13 (N): 0.00, atom 14 (C): -0.23, atom 15 (C): -0.58, atom 16 (O): 0.10, atom 17 (O): 0.10, atom 18 (H): 0.08, atom 19 (H): 0.07, atom 20 (H): 0.06, atom 21 (H): 0.09, atom 22 (H): 0.12, atom 23 (H): 0.12, atom 24 (H): 0.13, atom 25 (H): 0.10, atom 26 (H): 0.12, atom 27 (H): 0.07, atom 28 (H): 0.09, atom 29 (H): 0.11, atom 30 (H): 0.09, atom 31 (H): 0.08, atom 32 (H): 0.09, atom 33 (H): 0.11, atom 34 (H): 0.11, atom 35 (H): 0.10, atom 36 (H): 0.11, atom 37 (H): 0.06, atom 38 (H): 0.05, atom 39 (H): 0.08, atom 40 (H): 0.09, atom 41 (H): 0.10, atom 42 (C): -0.09, atom 43 (O): -0.22, atom 44 (C): -0.21, atom 45 (C): -0.43, atom 46 (C): -0.07, atom 47 (N): 0.04, atom 48 (H): 0.08, atom 49 (H): 0.08, atom 50 (H): 0.08, atom 51 (H): 0.11, atom 52 (H): 0.12, atom 53 (H): 0.14, atom 54 (H): 0.06, atom 55 (H): 0.08, atom 56 (H): 0.08, atom 57 (H): 0.07, atom 58 (H): 0.07, atom 59 (C): -0.10, atom 60 (O): -0.21, atom 61 (C): -0.21, atom 62 (C): -0.43, atom 63 (C): -0.07, atom 64 (N): 0.04, atom 65 (H): 0.09, atom 66 (H): 0.08, atom 67 (H): 0.07, atom 68 (H): 0.12, atom 69 (H): 0.12, atom 70 (H): 0.13, atom 71 (H): 0.06, atom 72 (H): 0.08, atom 73 (H): 0.08, atom 74 (H): 0.07, atom 75 (H): 0.07, atom 76 (C): -0.10, atom 77 (O): -0.21, atom 78 (C): -0.21, atom 79 (C): -0.44, atom 80 (C): -0.07, atom 81 (N): 0.04, atom 82 (H): 0.09, atom 83 (H): 0.08, atom 84 (H): 0.08, atom 85 (H): 0.12, atom 86 (H): 0.12, atom 87 (H): 0.13, atom 88 (H): 0.06, atom 89 (H): 0.08, atom 90 (H): 0.08, atom 91 (H): 0.07, atom 92 (H): 0.07

***

This record from the OMol25 dataset describes an isolated molecule of C3H4O3. The level of theory is wB97M-V/def2-TZVPD.

```
! wB97M-V def2-TZVPD RIJCOSX def2/J DEFGRID3
* xyz 0 1
O -1.476 -1.178 -0.592
C -1.270 -0.035 -0.265
C 0.023 0.695 -0.661
O 1.161 -0.131 -0.393
C 1.139 -0.658 0.834
O 0.294 -0.412 1.659
H -1.980 0.551 0.354
H 0.052 0.885 -1.737
H 0.113 1.643 -0.120
H 1.973 -1.356 0.976
*
```

* E_HOMO: -10.2 eV
* electronic energy: -9317.498 eV
* relative energy (zero: lowest compared OMol25 entry of this formula, charge and spin): 1.203 eV
* LUMO level: 0.03183 hartree
* molecular weight: 88.06 u

Löwdin atomic charges, in units of e: atom 1 (O): 0.07, atom 2 (C): -0.24, atom 3 (C): -0.12, atom 4 (O): -0.01, atom 5 (C): -0.32, atom 6 (O): 0.08, atom 7 (H): 0.13, atom 8 (H): 0.14, atom 9 (H): 0.13, atom 10 (H): 0.15

***

This record from the OMol25 dataset describes C6H4ClFN2 as an isolated structure at a distorted geometry. The level of theory is wB97M-V/def2-TZVPD.

```
! wB97M-V def2-TZVPD RIJCOSX def2/J DEFGRID3
* xyz 0 1
C 2.446 -0.101 -0.097
C -1.439 0.727 0.442
C 1.117 -0.330 -0.311
C 0.373 1.486 -0.845
C 0.141 -0.982 0.541
C -1.275 -0.704 0.093
N 3.607 0.162 -0.165
N -0.746 1.488 -0.310
F -2.178 -1.448 0.752
Cl 1.067 2.245 -2.117
H -2.247 1.234 0.847
H 0.168 -2.044 0.637
H 0.271 -0.693 1.496
H -1.304 -1.039 -0.965
*
```

* E_HOMO (spin up / spin down): -9.0 / -8.1 eV
* electronic energy: -24500.647 eV
* relative energy (zero: lowest compared OMol25 entry of this formula, charge and spin): 3.930 eV
* LUMO level (spin up / spin down): -0.04766 / -0.05162 hartree
* molecular weight: 158.56 u

Löwdin atomic charges, in units of e: atom 1 (C): -0.28, atom 2 (C): -0.04, atom 3 (C): -0.04, atom 4 (C): -0.64, atom 5 (C): -0.15, atom 6 (C): -0.35, atom 7 (N): 0.15, atom 8 (N): 0.02, atom 9 (F): 0.03, atom 10 (Cl): 0.79, atom 11 (H): 0.11, atom 12 (H): 0.14, atom 13 (H): 0.10, atom 14 (H): 0.17

***

This record from the OMol25 dataset describes C5H11N3 as an isolated structure at a distorted geometry. The level of theory is wB97M-V/def2-TZVPD.

```
! wB97M-V def2-TZVPD RIJCOSX def2/J DEFGRID3
* xyz 2 1
C -3.432 0.097 -0.650
C -2.048 -0.961 0.981
C -1.762 0.235 0.289
C 0.848 1.088 -0.375
C 1.866 0.239 0.388
N -2.398 -0.808 -0.544
N -2.928 1.127 -0.023
N 2.498 -0.821 -0.432
H -4.203 -0.082 -1.243
H -1.183 -1.628 1.127
H -2.662 -0.963 1.837
H 0.461 1.831 0.198
H 0.657 1.052 -1.508
H 2.701 1.020 0.703
H 1.333 -0.190 1.333
H -3.416 1.989 0.143
H 3.133 -1.324 0.059
H 3.052 -0.384 -1.211
H 1.965 -1.612 -1.063
*
```

* E_HOMO (spin up / spin down): -18.0 / -16.9 eV
* electronic energy: -9808.618 eV
* relative energy (zero: lowest compared OMol25 entry of this formula, charge and spin): 9.325 eV
* LUMO level (spin up / spin down): -0.30492 / -0.35597 hartree
* molecular weight: 113.16 u

Löwdin atomic charges, in units of e: atom 1 (C): 0.00, atom 2 (C): 0.04, atom 3 (C): -0.12, atom 4 (C): 0.12, atom 5 (C): -0.20, atom 6 (N): 0.12, atom 7 (N): 0.23, atom 8 (N): 0.16, atom 9 (H): 0.13, atom 10 (H): 0.13, atom 11 (H): 0.13, atom 12 (H): 0.02, atom 13 (H): 0.12, atom 14 (H): 0.19, atom 15 (H): 0.17, atom 16 (H): 0.18, atom 17 (H): 0.11, atom 18 (H): 0.20, atom 19 (H): 0.27

***

This record from the OMol25 dataset describes a 5-piece molecular cluster, C35H75FN3O8S4 overall at a distorted geometry. The level of theory is wB97M-V/def2-TZVPD.

```
! wB97M-V def2-TZVPD RIJCOSX def2/J DEFGRID3
* xyz 1 1
C 1.688 -2.517 6.099
O 0.410 -3.069 5.704
C -0.697 -2.266 6.170
C -0.730 -0.771 5.584
C -1.277 -0.647 4.072
C -1.242 -2.012 3.227
C -1.403 -1.600 1.658
C -1.534 -2.955 0.750
C -0.277 -3.106 -0.279
C -0.648 -2.598 -1.756
C 0.641 -2.127 -2.625
C 1.285 -0.780 -2.023
C 1.683 0.325 -3.140
C 0.481 1.366 -3.332
C 0.557 2.261 -4.648
N -0.126 3.611 -4.500
C -0.494 4.189 -5.821
C 0.908 4.667 -6.497
O 1.251 4.403 -7.655
F 1.726 5.484 -5.632
C -1.244 3.555 -3.562
N -2.497 3.999 -3.931
N -1.073 2.975 -2.250
C -1.531 3.838 -1.133
C -2.275 3.010 0.069
C -1.315 2.713 1.326
C -2.997 1.665 -0.435
C 0.242 2.321 -2.035
C 1.494 3.305 -1.813
C 2.068 3.355 -0.314
C 3.404 4.294 -0.339
O 4.058 4.384 0.951
C 4.897 3.268 1.226
C 5.174 2.026 0.258
O 5.512 3.292 2.336
H 1.950 -1.521 5.601
H 1.831 -2.464 7.250
H 2.487 -3.271 5.740
H -0.720 -2.163 7.326
H -1.691 -2.782 5.895
H 0.263 -0.209 5.651
H -1.472 -0.178 6.250
H -2.307 -0.143 4.092
H -0.574 0.096 3.523
H -2.071 -2.718 3.580
H -0.231 -2.563 3.284
H -2.268 -0.871 1.497
H -0.380 -1.150 1.368
H -2.544 -2.963 0.186
H -1.528 -3.861 1.466
H -0.102 -4.248 -0.358
H 0.683 -2.661 0.154
H -1.101 -3.498 -2.327
H -1.472 -1.795 -1.709
H 1.430 -2.963 -2.504
H 0.282 -2.023 -3.711
H 2.246 -1.034 -1.442
H 0.540 -0.382 -1.239
H 2.626 0.858 -2.767
H 1.902 -0.223 -4.125
H -0.488 0.730 -3.402
H 1.646 2.484 -4.942
H 0.088 1.752 -5.577
H -1.140 5.128 -5.780
H -1.017 3.444 -6.532
H -3.129 3.419 -4.515
H -2.821 4.931 -3.609
H -0.701 4.439 -0.606
H -2.310 4.633 -1.454
H -3.119 3.697 0.467
H -1.480 3.580 2.078
H -0.203 2.632 1.080
H -1.595 1.728 1.867
H -3.113 0.991 0.500
H -4.079 1.889 -0.767
H -2.406 1.047 -1.191
H 0.148 1.689 -1.069
H 2.397 3.059 -2.498
H 1.171 4.373 -2.133
H 1.313 3.957 0.327
H 2.263 2.333 0.158
H 3.001 5.357 -0.566
H 4.102 4.043 -1.215
H 5.453 2.461 -0.780
H 6.148 1.533 0.641
H 4.308 1.282 0.178
C -7.012 -1.911 -2.032
S -6.093 -0.356 -2.022
O -4.856 -0.570 -1.209
C -7.270 0.547 -0.992
H -6.439 -2.651 -2.596
H -7.154 -2.266 -1.009
H -7.980 -1.760 -2.514
H -7.395 0.037 -0.035
H -8.229 0.616 -1.509
H -6.880 1.551 -0.819
C 5.858 -3.495 2.592
S 4.378 -4.487 2.292
O 3.197 -3.668 2.704
C 4.693 -5.684 3.607
H 5.856 -2.652 1.900
H 5.855 -3.120 3.618
H 6.747 -4.104 2.417
H 4.762 -5.172 4.568
H 5.621 -6.219 3.398
H 3.865 -6.394 3.634
C 4.059 0.983 7.140
S 4.767 0.009 5.794
O 4.771 -1.421 6.228
C 6.450 0.637 5.980
H 3.004 0.724 7.236
H 4.575 0.756 8.075
H 4.151 2.045 6.908
H 6.815 0.432 6.988
H 6.462 1.711 5.787
H 7.089 0.133 5.254
C -6.520 -3.856 -6.229
S -4.977 -4.496 -5.543
O -5.011 -4.261 -4.065
C -3.914 -3.229 -6.269
H -7.341 -4.479 -5.872
H -6.675 -2.827 -5.900
H -6.480 -3.900 -7.319
H -4.235 -2.239 -5.937
H -3.962 -3.294 -7.357
H -2.890 -3.407 -5.941
*
```

* E_HOMO: -10.1 eV
* electronic energy: -104403.673 eV
* LUMO level: -0.15847 hartree
* molecular weight: 813.26 u

Löwdin atomic charge list, values in e, 99 entries: atom 1 (C): -0.12, atom 2 (O): -0.23, atom 3 (C): -0.23, atom 4 (C): -0.18, atom 5 (C): -0.21, atom 6 (C): -0.20, atom 7 (C): -0.20, atom 8 (C): -0.18, atom 9 (C): -0.21, atom 10 (C): -0.22, atom 11 (C): -0.20, atom 12 (C): -0.20, atom 13 (C): -0.15, atom 14 (C): -0.22, atom 15 (C): -0.09, atom 16 (N): -0.03, atom 17 (C): -0.07, atom 18 (C): -0.28, atom 19 (O): 0.13, atom 20 (F): 0.02, atom 21 (C): -0.17, atom 22 (N): 0.13, atom 23 (N): 0.00, atom 24 (C): -0.11, atom 25 (C): -0.33, atom 26 (C): -0.08, atom 27 (C): -0.09, atom 28 (C): -0.21, atom 29 (C): -0.14, atom 30 (C): -0.15, atom 31 (C): -0.19, atom 32 (O): -0.04, atom 33 (C): -0.39, atom 34 (C): -0.01, atom 35 (O): 0.03, atom 36 (H): 0.07, atom 37 (H): 0.11, atom 38 (H): 0.10, atom 39 (H): 0.13, atom 40 (H): 0.13, atom 41 (H): 0.09, atom 42 (H): 0.11, atom 43 (H): 0.11, atom 44 (H): 0.10, atom 45 (H): 0.12, atom 46 (H): 0.13, atom 47 (H): 0.09, atom 48 (H): 0.10, atom 49 (H): 0.11, atom 50 (H): 0.11, atom 51 (H): 0.11, atom 52 (H): 0.11, atom 53 (H): 0.12, atom 54 (H): 0.11, atom 55 (H): 0.12, atom 56 (H): 0.11, atom 57 (H): 0.12, atom 58 (H): 0.10, atom 59 (H): 0.11, atom 60 (H): 0.13, atom 61 (H): 0.16, atom 62 (H): 0.15, atom 63 (H): 0.15, atom 64 (H): 0.15, atom 65 (H): 0.15, atom 66 (H): 0.15, atom 67 (H): 0.13, atom 68 (H): 0.13, atom 69 (H): 0.13, atom 70 (H): 0.14, atom 71 (H): 0.10, atom 72 (H): 0.05, atom 73 (H): 0.07, atom 74 (H): 0.07, atom 75 (H): 0.07, atom 76 (H): 0.07, atom 77 (H): 0.15, atom 78 (H): 0.12, atom 79 (H): 0.13, atom 80 (H): 0.11, atom 81 (H): 0.12, atom 82 (H): 0.15, atom 83 (H): 0.12, atom 84 (H): 0.09, atom 85 (H): 0.11, atom 86 (H): 0.09, atom 87 (C): -0.26, atom 88 (S): 0.79, atom 89 (O): -0.57, atom 90 (C): -0.27, atom 91 (H): 0.03, atom 92 (H): 0.06, atom 93 (H): 0.06, atom 94 (H): 0.06, atom 95 (H): 0.05, atom 96 (H): 0.04, atom 97 (C): -0.27, atom 98 (S): 0.80, atom 99 (O): -0.57

***

This record from the OMol25 dataset describes an isolated molecule of CH4FN at a distorted geometry. The level of theory is wB97M-V/def2-TZVPD.

```
! wB97M-V def2-TZVPD RIJCOSX def2/J DEFGRID3
* xyz 0 1
C -0.167 -0.392 0.485
N 0.466 0.690 -0.293
F 0.652 0.070 -1.608
H 0.478 -1.131 0.306
H -0.118 0.110 1.423
H -1.175 -0.727 0.311
H -0.137 1.379 -0.623
*
```

* E_HOMO: -10.3 eV
* electronic energy: -5306.731 eV
* relative energy (zero: lowest compared OMol25 entry of this formula, charge and spin): 2.380 eV
* LUMO level: 0.04424 hartree
* molecular weight: 49.05 u

Löwdin atomic charges, in units of e: atom 1 (C): -0.08, atom 2 (N): -0.02, atom 3 (F): -0.16, atom 4 (H): 0.03, atom 5 (H): 0.08, atom 6 (H): 0.08, atom 7 (H): 0.07

***

This record from the OMol25 dataset describes a 2-piece molecular cluster, C3H4O3 overall at a distorted geometry. The level of theory is wB97M-V/def2-TZVPD.

```
! wB97M-V def2-TZVPD RIJCOSX def2/J DEFGRID3
* xyz 0 1
C 0.473 0.187 -0.381
C -1.618 0.465 -0.206
C 1.804 -0.800 0.126
O 0.774 1.248 -0.838
O -2.186 0.536 -1.267
O -2.044 0.499 0.995
H 1.406 -1.709 -0.333
H 1.812 -0.759 1.152
H 2.619 -0.282 -0.422
H -3.040 0.617 1.174
*
```

* E_HOMO: -8.4 eV
* electronic energy: -9315.094 eV
* relative energy (zero: lowest compared OMol25 entry of this formula, charge and spin): 3.607 eV
* LUMO level: -0.00013 hartree
* molecular weight: 88.06 u

Löwdin atomic charges, in units of e: atom 1 (C): -0.14, atom 2 (C): -0.43, atom 3 (C): 0.02, atom 4 (O): 0.02, atom 5 (O): 0.08, atom 6 (O): 0.11, atom 7 (H): 0.06, atom 8 (H): 0.02, atom 9 (H): 0.08, atom 10 (H): 0.18

***

This record from the OMol25 dataset describes an isolated molecule of C2H3OPS at a distorted geometry. The level of theory is wB97M-V/def2-TZVPD.

```
! wB97M-V def2-TZVPD RIJCOSX def2/J DEFGRID3
* xyz 0 1
C -0.662 0.644 0.543
C -0.974 -0.705 0.095
S 0.415 -1.566 -0.515
P 1.780 0.034 -0.194
O 0.641 1.113 0.195
H -1.344 1.285 1.125
H -1.966 -1.094 0.249
H 2.111 0.288 -1.498
*
```

* E_HOMO: -7.6 eV
* electronic energy: -24292.645 eV
* relative energy (zero: lowest compared OMol25 entry of this formula, charge and spin): 0.691 eV
* LUMO level: 0.02456 hartree
* molecular weight: 106.09 u

Löwdin atomic charges, in units of e: atom 1 (C): -0.21, atom 2 (C): -0.50, atom 3 (S): 0.54, atom 4 (P): 0.62, atom 5 (O): -0.49, atom 6 (H): 0.11, atom 7 (H): 0.05, atom 8 (H): -0.13